221
Properties=species:S:1:pos:R:3:lowdin_charge:R:1 method="wB97M-V/def2-TZVPD" energy_ha=-3756.419794 homo_lumo_gap_ev=8.71 e_homo_ev=-8.457 charge=0
C 0.168 1.648 0.400 -0.070
C 0.627 0.543 1.284 -0.375
C -0.438 -0.636 1.206 -0.181
O -0.775 -0.839 -0.174 -0.192
C -1.940 -1.705 -0.314 -0.072
N 1.966 0.035 0.828 0.058
H 0.756 2.563 0.341 0.070
H -0.752 2.041 0.832 0.056
H 0.049 1.444 -0.664 0.081
H 0.767 0.953 2.284 0.109
H -1.306 -0.240 1.734 0.084
H -0.257 -1.506 1.837 0.121
H -2.898 -1.372 0.087 0.076
H -1.669 -2.737 -0.093 0.089
H -2.358 -1.605 -1.316 0.057
H 1.710 -0.543 0.040 0.055
H 2.220 -0.601 1.571 0.038
C 2.388 5.212 -0.806 -0.075
C 1.157 6.108 -0.620 -0.422
C 1.153 7.206 0.492 -0.180
O 2.496 7.729 0.548 -0.194
C 2.479 8.948 1.295 -0.104
N 0.974 6.797 -1.878 0.018
H 2.180 4.526 -1.628 0.069
H 2.501 4.599 0.088 0.069
H 3.325 5.744 -0.973 0.081
H 0.278 5.470 -0.531 0.124
H 0.977 6.769 1.475 0.104
H 0.287 7.860 0.385 0.122
H 3.526 9.240 1.376 0.087
H 2.296 8.642 2.325 0.081
H 1.801 9.726 0.945 0.092
H 1.802 7.374 -1.926 0.067
H 1.096 6.141 -2.636 0.064
C 7.453 -4.517 -1.098 -0.082
C 7.078 -4.911 0.293 -0.420
C 5.881 -3.996 0.847 -0.177
O 4.705 -4.106 0.037 -0.198
C 3.512 -3.433 0.467 -0.092
N 6.713 -6.335 0.260 0.031
H 7.869 -3.518 -0.973 0.078
H 6.630 -4.493 -1.812 0.084
H 8.346 -5.072 -1.388 0.079
H 7.914 -4.797 0.984 0.132
H 6.179 -2.975 1.086 0.117
H 5.658 -4.417 1.828 0.100
H 3.262 -3.498 1.526 0.079
H 2.691 -3.810 -0.143 0.086
H 3.590 -2.368 0.246 0.063
H 6.523 -6.691 1.186 0.062
H 5.836 -6.364 -0.239 0.064
C -6.123 -0.827 3.279 -0.075
C -5.629 -1.639 2.135 -0.485
C -5.920 -3.081 2.191 -0.135
O -5.518 -3.640 3.523 -0.203
C -4.092 -3.816 3.773 -0.065
N -6.213 -1.025 0.939 0.048
H -7.157 -1.127 3.449 0.092
H -5.979 0.253 3.256 0.066
H -5.665 -1.009 4.251 0.069
H -4.564 -1.415 2.074 0.120
H -5.371 -3.578 1.391 0.094
H -6.995 -3.256 2.187 0.134
H -3.748 -2.782 3.792 0.060
H -3.563 -4.311 2.959 0.051
H -3.807 -4.366 4.670 0.089
H -6.037 -0.041 1.082 0.031
H -7.222 -1.036 0.914 0.070
C -4.994 3.138 1.706 -0.083
C -5.149 2.744 0.291 -0.435
C -4.690 3.827 -0.690 -0.205
O -5.486 4.959 -0.602 -0.171
C -5.572 5.707 -1.761 -0.125
N -4.273 1.584 0.210 0.064
H -5.589 4.041 1.848 0.090
H -3.942 3.123 1.990 0.056
H -5.483 2.520 2.458 0.068
H -6.227 2.598 0.224 0.144
H -4.701 3.309 -1.649 0.115
H -3.696 4.219 -0.475 0.138
H -6.248 6.554 -1.641 0.086
H -5.988 5.082 -2.552 0.084
H -4.676 6.239 -2.079 0.090
H -4.005 1.491 -0.760 0.019
H -3.453 1.866 0.728 0.050
C -2.018 -0.037 -4.510 -0.065
C -2.647 1.267 -3.991 -0.386
C -3.694 1.829 -4.988 -0.183
O -3.827 3.219 -4.691 -0.176
C -4.831 3.852 -5.451 -0.134
N -3.154 0.935 -2.654 0.047
H -2.761 -0.834 -4.487 0.073
H -1.150 -0.508 -4.048 0.067
H -1.769 0.275 -5.525 0.067
H -1.863 2.024 -3.986 0.137
H -4.592 1.214 -4.928 0.128
H -3.326 1.736 -6.010 0.120
H -5.853 3.566 -5.201 0.086
H -4.775 3.826 -6.540 0.081
H -4.701 4.924 -5.306 0.085
H -2.447 0.344 -2.240 0.046
H -3.964 0.333 -2.699 0.083
C 4.011 2.649 5.735 -0.052
C 2.455 2.816 5.716 -0.381
C 2.105 4.178 6.478 -0.163
O 2.474 4.113 7.891 -0.201
C 1.982 5.195 8.676 -0.105
N 1.910 2.895 4.329 0.058
H 4.440 1.651 5.834 0.048
H 4.386 3.299 6.525 0.065
H 4.389 3.099 4.817 0.075
H 2.033 1.959 6.241 0.113
H 1.021 4.293 6.476 0.108
H 2.452 5.009 5.864 0.124
H 1.199 4.862 9.358 0.080
H 1.553 6.000 8.079 0.083
H 2.853 5.491 9.261 0.086
H 0.940 3.069 4.550 0.008
H 1.971 1.938 4.012 0.051
C 5.715 2.606 -0.302 -0.031
C 4.750 2.159 -1.501 -0.412
C 5.128 2.479 -2.976 -0.151
O 4.072 2.219 -3.958 -0.231
C 4.348 2.577 -5.353 -0.083
N 4.531 0.757 -1.376 0.032
H 6.743 2.690 -0.655 0.062
H 5.726 1.931 0.554 0.065
H 5.430 3.605 0.026 0.056
H 3.804 2.646 -1.267 0.101
H 5.994 1.860 -3.211 0.123
H 5.407 3.531 -3.039 0.117
H 3.492 2.435 -6.012 0.073
H 5.092 1.932 -5.820 0.080
H 4.668 3.608 -5.509 0.079
H 4.281 0.362 -2.271 0.047
H 3.933 0.501 -0.604 0.041
C 8.144 -3.516 5.903 -0.037
C 7.488 -2.754 4.693 -0.489
C 6.058 -2.384 4.905 -0.250
O 5.754 -1.366 4.022 -0.206
C 4.355 -0.873 3.929 -0.022
N 8.377 -1.745 4.235 0.049
H 8.203 -2.793 6.716 0.074
H 9.101 -3.836 5.490 0.078
H 7.453 -4.337 6.097 0.072
H 7.510 -3.468 3.870 0.121
H 5.826 -2.062 5.920 0.129
H 5.515 -3.312 4.726 0.124
H 3.620 -1.623 4.219 0.080
H 4.098 -0.682 2.887 0.070
H 4.245 -0.058 4.645 0.060
H 8.586 -1.148 5.022 0.074
H 7.710 -1.216 3.691 0.061
C -5.290 -4.558 -5.922 -0.041
C -3.743 -4.241 -5.664 -0.413
C -3.154 -5.086 -4.531 -0.196
O -1.781 -5.036 -4.186 -0.188
C -1.247 -4.023 -3.358 -0.099
N -3.039 -4.468 -6.906 0.027
H -5.458 -5.541 -6.362 0.072
H -5.796 -3.816 -6.539 0.070
H -5.735 -4.698 -4.937 0.049
H -3.698 -3.158 -5.557 0.115
H -3.244 -6.148 -4.761 0.135
H -3.702 -4.904 -3.606 0.088
H -1.926 -3.230 -3.046 0.075
H -0.300 -3.639 -3.738 0.072
H -0.939 -4.561 -2.462 0.077
H -3.471 -3.779 -7.505 0.070
H -2.061 -4.238 -6.802 0.042
C 1.638 -1.840 -8.161 -0.070
C 1.334 -1.784 -6.668 -0.387
C 1.309 -0.441 -5.881 -0.182
O 1.291 -0.814 -4.518 -0.192
C 1.930 0.075 -3.685 -0.124
N 0.054 -2.591 -6.447 0.045
H 1.327 -2.804 -8.565 0.078
H 2.722 -1.729 -8.200 0.072
H 1.276 -0.977 -8.721 0.073
H 2.145 -2.402 -6.282 0.125
H 0.515 0.235 -6.196 0.119
H 2.221 0.011 -6.269 0.114
H 2.296 -0.428 -2.790 0.082
H 1.506 1.054 -3.464 0.098
H 2.851 0.276 -4.233 0.065
H 0.350 -3.542 -6.619 0.065
H -0.234 -2.413 -5.495 0.022
C -0.716 0.568 5.447 -0.027
C -1.949 1.206 4.736 -0.403
C -1.699 2.272 3.730 -0.196
O -0.946 3.375 4.276 -0.231
C -0.662 4.489 3.394 -0.069
N -2.683 0.122 4.067 0.058
H -0.187 1.364 5.971 0.055
H -0.034 0.146 4.708 0.071
H -0.952 -0.096 6.279 0.078
H -2.601 1.767 5.404 0.139
H -2.588 2.837 3.451 0.108
H -1.303 1.863 2.800 0.092
H -0.754 4.271 2.330 0.080
H 0.350 4.856 3.565 0.073
H -1.424 5.232 3.630 0.090
H -3.409 0.610 3.562 0.054
H -3.140 -0.553 4.663 0.067
C -5.915 -6.229 -2.025 -0.057
C -5.223 -5.531 -0.845 -0.397
C -3.859 -6.067 -0.489 -0.216
O -3.314 -5.381 0.604 -0.232
C -2.230 -5.928 1.367 -0.079
N -5.242 -4.104 -1.356 0.053
H -5.872 -7.271 -1.707 0.078
H -5.540 -6.053 -3.033 0.053
H -6.939 -5.860 -1.984 0.079
H -5.743 -5.676 0.102 0.132
H -3.196 -6.099 -1.354 0.124
H -3.920 -7.096 -0.134 0.127
H -1.568 -6.242 0.559 0.084
H -2.646 -6.798 1.874 0.090
H -1.664 -5.294 2.050 0.084
H -6.156 -3.692 -1.228 0.063
H -4.831 -3.509 -0.651 0.029

=====

118
Properties=species:S:1:pos:R:3:lowdin_charge:R:1 method="wB97M-V/def2-TZVPD" energy_ha=-9328.384369 homo_lumo_gap_ev=7.69 e_homo_ev=-8.519 charge=0
In 0.976 -0.030 0.918 0.547
F 4.188 -2.130 4.367 0.155
C 3.884 -0.952 4.901 -0.690
F 4.920 -0.133 4.809 0.164
F 3.536 -1.107 6.169 0.164
S 2.443 -0.309 3.965 0.637
O 2.827 -0.336 2.551 -0.328
O 1.378 -1.200 4.337 -0.285
N 2.318 1.145 4.561 -0.266
S 1.221 2.040 3.857 0.647
O 0.407 1.249 2.914 -0.427
O 0.546 2.914 4.750 -0.229
C 2.204 3.174 2.736 -0.660
F 1.593 3.250 1.560 0.124
F 3.434 2.709 2.570 0.153
F 2.257 4.384 3.274 0.159
C -2.794 -3.052 1.025 -0.120
N -1.604 -2.202 0.857 -0.502
P -0.674 -1.740 2.214 0.993
C -0.331 -3.310 3.056 -0.341
C -1.302 -3.943 3.827 -0.089
C -1.054 -5.210 4.341 -0.065
C 0.156 -5.841 4.087 -0.069
C 1.127 -5.207 3.322 -0.063
C 0.886 -3.942 2.810 -0.101
C -1.848 -0.838 3.260 -0.347
C -2.812 -0.035 2.657 -0.107
C -3.593 0.818 3.422 -0.058
C -3.411 0.881 4.796 -0.064
C -2.467 0.065 5.408 -0.058
C -1.689 -0.793 4.647 -0.089
P -0.741 -2.195 -0.633 1.005
C -0.938 -3.915 -1.202 -0.349
C -0.217 -4.903 -0.532 -0.090
C -0.340 -6.233 -0.900 -0.068
C -1.170 -6.584 -1.959 -0.080
C -1.870 -5.602 -2.646 -0.075
C -1.758 -4.270 -2.270 -0.077
C -1.818 -1.243 -1.749 -0.378
C -1.174 -0.811 -2.995 -0.065
C -1.488 0.344 -3.579 -0.027
C -2.570 1.232 -3.087 -0.278
C -3.393 0.630 -1.940 -0.088
C -2.870 -0.572 -1.281 -0.083
H -2.531 -4.058 1.357 0.081
H -3.316 -3.135 0.074 0.084
H -3.474 -2.606 1.755 0.083
H -2.245 -3.450 4.030 0.108
H -1.810 -5.703 4.941 0.108
H 0.347 -6.827 4.493 0.107
H 2.075 -5.696 3.128 0.113
H 1.649 -3.434 2.229 0.107
H -2.934 -0.057 1.585 0.064
H -4.333 1.446 2.941 0.110
H -3.997 1.571 5.391 0.108
H -2.327 0.106 6.481 0.111
H -0.943 -1.414 5.126 0.101
H 0.453 -4.627 0.273 0.085
H 0.221 -6.995 -0.372 0.107
H -1.266 -7.622 -2.251 0.104
H -2.508 -5.876 -3.479 0.105
H -2.317 -3.510 -2.803 0.103
H -0.336 -1.395 -3.360 0.112
H -0.929 0.702 -4.437 0.131
H -1.537 2.910 -3.938 0.120
H -3.877 1.345 -1.279 0.161
H -3.273 -0.799 -0.305 0.086
F 0.272 4.902 -3.598 0.105
C 1.113 3.861 -3.692 -0.233
C 0.939 2.763 -2.863 -0.114
C 1.801 1.698 -3.051 -0.209
F 1.689 0.594 -2.311 0.079
C 2.791 1.719 -4.015 -0.130
F 3.583 0.667 -4.218 0.135
C 2.951 2.843 -4.799 -0.129
F 3.910 2.876 -5.715 0.144
C 2.108 3.927 -4.643 -0.136
F 2.254 4.998 -5.419 0.136
Ge -0.612 2.813 -1.624 0.832
S -0.829 1.452 0.090 0.456
C -0.539 4.520 -0.644 -0.161
C -1.678 4.889 0.052 -0.240
F -2.787 4.136 -0.058 0.080
C -1.723 5.997 0.867 -0.132
F -2.833 6.331 1.522 0.133
C -0.583 6.767 1.007 -0.128
F -0.608 7.846 1.778 0.144
C 0.581 6.411 0.357 -0.141
F 1.681 7.144 0.520 0.132
C 0.592 5.290 -0.450 -0.226
F 1.758 4.963 -1.025 0.105
C -2.117 2.689 -3.037 -0.160
C -3.107 3.781 -2.892 -0.227
F -2.519 4.967 -2.648 0.082
C -4.426 3.829 -3.036 -0.135
F -5.019 5.018 -2.867 0.113
C -5.377 2.778 -3.392 -0.132
F -6.626 3.232 -3.544 0.116
C -5.174 1.483 -3.578 -0.120
F -6.224 0.735 -3.923 0.126
C -3.953 0.692 -3.342 -0.264
F -3.996 -0.477 -4.038 0.101
O 2.969 1.022 0.167 0.000
C 3.310 -0.071 -0.328 -0.540
N 2.547 -1.161 -0.145 -0.109
S 2.948 -2.370 -1.213 0.646
O 3.232 -3.580 -0.502 -0.278
O 2.015 -2.432 -2.302 -0.296
C 4.439 -1.568 -1.753 -0.198
C 5.425 -2.023 -2.600 -0.019
C 6.484 -1.163 -2.864 -0.050
C 6.544 0.106 -2.294 -0.048
C 5.540 0.551 -1.444 0.014
C 4.492 -0.309 -1.183 -0.137
H 5.376 -3.011 -3.043 0.128
H 7.275 -1.487 -3.530 0.112
H 7.383 0.753 -2.516 0.111
H 5.562 1.535 -0.991 0.131

=====

96
Properties=species:S:1:pos:R:3:lowdin_charge:R:1 method="wB97M-V/def2-TZVPD" energy_ha=-6518.611199 homo_lumo_gap_ev=5.37 e_homo_ev=-4.814 charge=-1
Ti 0.011 0.005 0.471 1.098
Cl 8.164 -0.571 5.191 0.633
C 6.594 -0.552 4.428 -0.669
C 6.352 0.331 3.390 -0.083
C 5.104 0.340 2.784 -0.011
C 4.112 -0.535 3.216 -0.211
C 4.368 -1.398 4.275 -0.031
C 5.613 -1.414 4.887 -0.111
C 2.774 -0.494 2.554 -0.057
C 2.480 -1.440 1.580 -0.204
C 3.336 -2.538 1.221 0.024
C 2.627 -3.350 0.403 0.021
C 1.327 -2.755 0.236 -0.215
C 0.273 -3.333 -0.456 -0.076
C 0.501 -4.657 -1.106 -0.211
C 0.275 -5.847 -0.425 -0.017
C 0.479 -7.071 -1.045 -0.101
C 0.916 -7.096 -2.358 -0.671
Cl 1.175 -8.629 -3.144 0.644
C 1.151 -5.924 -3.058 -0.093
C 0.939 -4.708 -2.426 -0.002
C -0.984 -2.753 -0.617 -0.219
N -1.313 -1.477 -0.255 0.036
C -2.586 -1.248 -0.718 -0.221
C -3.235 -0.020 -0.665 -0.070
C -4.479 0.135 -1.467 -0.192
C -4.423 0.027 -2.856 -0.007
C -5.562 0.180 -3.629 -0.091
C -6.770 0.440 -3.004 -0.670
Cl -8.209 0.630 -3.967 0.645
C -6.854 0.553 -1.627 -0.101
C -5.705 0.403 -0.866 -0.023
C -2.763 1.092 0.035 -0.221
C -3.344 2.398 -0.018 0.018
C -2.628 3.191 0.821 0.017
C -1.607 2.380 1.407 -0.206
N -1.688 1.105 0.897 0.029
C -0.711 2.793 2.402 -0.044
C 0.308 1.992 2.898 -0.223
C 1.104 2.281 4.067 -0.019
C 2.098 1.377 4.093 -0.019
C 1.899 0.511 2.957 -0.225
N 0.771 0.863 2.283 0.060
C -0.796 4.179 2.929 -0.188
C 0.335 4.995 2.855 -0.018
C 0.287 6.296 3.334 -0.080
C -0.888 6.773 3.891 -0.668
Cl -0.952 8.407 4.497 0.634
C -2.017 5.976 3.986 -0.112
C -1.963 4.678 3.502 -0.040
C -3.088 -2.442 -1.343 0.013
C -2.101 -3.367 -1.284 0.019
N 1.272 -1.577 0.938 0.034
H 7.120 1.023 3.074 0.110
H 4.870 1.077 2.024 0.075
H 3.587 -2.065 4.622 0.123
H 5.822 -2.084 5.710 0.099
H 4.344 -2.669 1.580 0.118
H 2.944 -4.278 -0.045 0.115
H -0.065 -5.813 0.603 0.126
H 0.303 -7.999 -0.517 0.103
H 1.491 -5.967 -4.084 0.105
H 1.109 -3.779 -2.957 0.118
H -3.467 -0.162 -3.330 0.120
H -5.515 0.105 -4.707 0.106
H -7.809 0.756 -1.160 0.103
H -5.758 0.491 0.213 0.126
H -4.178 2.681 -0.638 0.116
H -2.768 4.242 1.011 0.115
H 0.946 3.109 4.737 0.121
H 2.925 1.317 4.780 0.120
H 1.265 4.605 2.440 0.020
H 1.162 6.929 3.277 0.112
H -2.918 6.365 4.440 0.099
H -2.835 4.040 3.581 0.120
H -4.074 -2.555 -1.764 0.115
H -2.121 -4.380 -1.653 0.115
Cl 3.418 4.127 -1.461 0.574
C 2.156 3.071 -1.953 -1.150
Cl 1.647 3.176 -3.619 0.605
Cl 3.525 3.584 2.053 -0.403
C 1.628 2.140 -1.184 -0.265
N 1.183 1.203 -0.567 0.043
O -0.811 0.941 -2.556 0.147
B 0.009 0.177 -1.707 -0.597
O 0.730 -0.772 -2.473 0.153
C 0.365 -0.545 -3.773 -0.197
C 0.788 -1.190 -4.911 0.002
C 0.234 -0.768 -6.123 -0.098
C -0.697 0.262 -6.169 -0.098
C -1.115 0.914 -5.006 -0.010
C -0.565 0.485 -3.822 -0.235
H 1.523 -1.983 -4.867 0.112
H 0.543 -1.248 -7.042 0.095
H -1.100 0.573 -7.124 0.096
H -1.826 1.729 -5.027 0.121